{
  "formula": "C42H58BrClFN2O24",
  "method": "the ωB97M-V functional and the def2-TZVPD basis",
  "total_energy_ha": -6684.037181,
  "total_charge": 1,
  "orbital_gap_ev": 7.43,
  "e_lumo_ev": -4.427,
  "elements": ["C", "C", "O", "N", "C", "C", "C", "O", "Br", "C", "O", "C", "C", "C", "F", "C", "C", "C", "C", "C", "C", "C", "N", "C", "C", "C", "Cl", "C", "C", "H", "H", "H", "H", "H", "H", "H", "H", "H", "H", "H", "H", "H", "H", "H", "H", "H", "H", "H", "H", "H", "H", "H", "H", "H", "H", "H", "H", "H", "H", "C", "C", "O", "C", "O", "O", "H", "H", "H", "H", "C", "C", "O", "C", "O", "O", "H", "H", "H", "H", "C", "C", "O", "C", "O", "O", "H", "H", "H", "H", "C", "C", "O", "C", "O", "O", "H", "H", "H", "H", "C", "C", "O", "C", "O", "O", "H", "H", "H", "H", "C", "C", "O", "C", "O", "O", "H", "H", "H", "H", "C", "C", "O", "C", "O", "O", "H", "H", "H", "H"],
  "positions_angstrom": [[-1.652, 4.882, -0.184], [-1.211, 3.411, 0.351], [-2.299, 2.439, 0.289], [-2.241, 1.512, 1.259], [-2.718, 1.548, 2.518], [-3.429, 2.920, 2.901], [-2.611, 3.864, 3.899], [-3.291, 4.670, 4.593], [-0.656, 3.878, 4.171], [-2.513, 0.175, 3.392], [-3.758, -0.470, 3.676], [-4.171, -0.407, 5.059], [-4.413, 1.062, 5.661], [-1.258, 0.067, 4.369], [-1.262, 1.002, 5.481], [-0.962, -1.385, 4.973], [0.526, -1.935, 4.744], [-2.004, -0.713, 2.105], [-1.604, 0.214, 0.862], [-2.506, -0.238, -0.388], [-1.925, -0.895, -1.703], [-2.964, -1.220, -2.795], [-4.373, -1.063, -2.827], [-4.949, -0.468, -1.671], [-4.059, -0.048, -0.484], [-0.047, 0.166, 0.472], [0.656, -1.542, 0.428], [0.924, 1.061, 1.401], [2.158, 0.291, 2.071], [-1.037, 5.701, 0.321], [-1.440, 4.874, -1.318], [-2.787, 5.011, -0.070], [-0.407, 3.046, -0.402], [-0.681, 3.488, 1.359], [-4.416, 2.646, 3.439], [-3.742, 3.568, 2.007], [-5.200, -0.938, 5.107], [-3.512, -0.973, 5.803], [-3.615, 1.833, 5.401], [-4.378, 0.948, 6.814], [-5.479, 1.430, 5.425], [-0.325, 0.349, 3.740], [-1.671, -2.120, 4.426], [-1.198, -1.479, 6.101], [0.634, -2.944, 5.299], [1.358, -1.200, 5.044], [0.604, -2.208, 3.619], [-1.411, -1.665, 2.302], [-3.014, -1.155, 1.742], [-0.803, -1.080, -1.835], [-2.511, -1.677, -3.756], [-6.084, -0.276, -1.615], [-4.584, 0.421, 0.428], [0.045, 0.585, -0.600], [1.388, 1.883, 0.726], [0.275, 1.652, 2.159], [2.724, 1.075, 2.712], [2.924, -0.090, 1.303], [1.878, -0.560, 2.774], [-0.145, 7.015, -4.853], [-0.723, 7.999, -3.883], [-0.397, 7.430, -2.620], [0.681, 6.622, -2.810], [1.315, 6.117, -1.921], [0.949, 6.457, -4.132], [0.197, 7.489, -5.774], [-0.846, 6.215, -5.105], [-0.256, 8.985, -3.958], [-1.802, 8.109, -3.994], [4.486, -0.531, -2.994], [4.510, -0.415, -1.502], [3.148, -0.159, -1.180], [2.398, -0.646, -2.201], [1.199, -0.743, -2.173], [3.171, -1.008, -3.256], [5.236, -1.228, -3.371], [4.617, 0.435, -3.491], [4.821, -1.344, -1.014], [5.152, 0.399, -1.156], [5.726, 4.674, -0.544], [4.417, 3.988, -0.301], [4.729, 2.618, -0.517], [6.068, 2.474, -0.311], [6.635, 1.416, -0.248], [6.680, 3.681, -0.186], [5.849, 5.568, 0.068], [5.871, 4.940, -1.595], [4.063, 4.112, 0.727], [3.637, 4.323, -0.987], [-0.907, -4.176, -4.875], [-0.961, -5.109, -3.705], [-1.037, -6.387, -4.318], [-0.506, -6.265, -5.566], [-0.262, -7.188, -6.290], [-0.287, -4.959, -5.883], [-0.322, -3.278, -4.667], [-1.903, -3.879, -5.220], [-0.056, -5.064, -3.091], [-1.829, -4.930, -3.068], [-1.900, 1.784, -4.718], [-3.379, 1.838, -4.928], [-3.616, 3.209, -5.216], [-2.448, 3.722, -5.690], [-2.334, 4.809, -6.181], [-1.421, 2.842, -5.534], [-1.470, 0.829, -5.026], [-1.617, 1.982, -3.679], [-3.702, 1.236, -5.783], [-3.936, 1.525, -4.044], [2.546, -8.939, -5.356], [1.890, -10.049, -4.594], [2.881, -10.413, -3.642], [3.691, -9.332, -3.473], [4.527, -9.239, -2.620], [3.427, -8.368, -4.399], [1.828, -8.199, -5.714], [3.134, -9.304, -6.204], [0.993, -9.719, -4.062], [1.633, -10.897, -5.231], [3.021, -2.750, 8.794], [2.015, -1.645, 8.682], [1.024, -2.199, 7.828], [1.120, -3.553, 7.930], [0.325, -4.323, 7.469], [2.233, -3.919, 8.620], [3.524, -2.761, 9.762], [3.775, -2.712, 8.002], [1.556, -1.398, 9.644], [2.439, -0.737, 8.250]]
}

{
  "formula": "C42H58CrN6OP2Se",
  "method": "the ωB97M-V functional and the def2-TZVPD basis",
  "total_energy_ha": -6167.726693,
  "total_charge": -1,
  "multiplicity": 2,
  "s_squared": 0.809,
  "orbital_gap_ev": [5.94, 5.70],
  "de_lowest_kcal_mol": 0.0,
  "e_lumo_ev": [2.160, 2.160],
  "elements": ["Cr", "C", "C", "C", "P", "C", "C", "C", "C", "C", "C", "C", "C", "C", "N", "C", "C", "C", "C", "C", "C", "P", "C", "C", "C", "C", "C", "C", "H", "H", "H", "H", "H", "H", "H", "H", "H", "H", "H", "H", "H", "H", "H", "H", "H", "H", "H", "H", "H", "H", "H", "H", "H", "H", "H", "H", "H", "H", "H", "H", "H", "H", "H", "H", "C", "C", "C", "C", "C", "N", "C", "O", "N", "C", "C", "C", "C", "N", "C", "C", "C", "H", "H", "H", "H", "H", "H", "H", "H", "H", "H", "H", "H", "H", "C", "C", "C", "C", "N", "H", "H", "H", "H", "H", "H", "H", "H", "H", "Se", "C", "N"],
  "positions_angstrom": [[-1.541, -0.385, -1.242], [-0.833, 0.218, 4.892], [0.570, -0.268, 4.558], [0.912, -1.509, 5.382], [0.725, -0.618, 2.730], [2.586, -0.855, 2.708], [3.268, -0.381, 1.433], [2.870, -2.351, 2.881], [0.509, 1.098, 2.083], [1.365, 2.129, 2.487], [1.196, 3.433, 2.054], [0.156, 3.727, 1.176], [-0.709, 2.728, 0.768], [-0.569, 1.405, 1.218], [-1.513, 0.433, 0.832], [-2.696, 0.466, 1.515], [-3.050, 1.451, 2.467], [-4.234, 1.374, 3.176], [-5.132, 0.328, 2.985], [-4.821, -0.632, 2.029], [-3.654, -0.565, 1.283], [-3.126, -1.646, -0.059], [-4.609, -2.266, -0.957], [-5.640, -3.106, -0.193], [-5.282, -1.081, -1.653], [-2.297, -3.111, 0.731], [-2.340, -4.342, -0.172], [-2.743, -3.418, 2.156], [-0.924, 0.387, 5.970], [-1.590, -0.516, 4.601], [-1.072, 1.146, 4.380], [1.288, 0.524, 4.803], [0.332, -2.373, 5.042], [0.670, -1.339, 6.435], [1.973, -1.768, 5.326], [3.009, -0.316, 3.566], [4.355, -0.442, 1.543], [2.991, -1.028, 0.608], [3.011, 0.638, 1.150], [2.471, -2.903, 2.025], [2.414, -2.775, 3.780], [3.949, -2.534, 2.928], [2.180, 1.902, 3.169], [1.859, 4.218, 2.401], [0.008, 4.743, 0.825], [-1.541, 2.951, 0.110], [-2.381, 2.283, 2.645], [-4.463, 2.153, 3.896], [-6.054, 0.271, 3.550], [-5.512, -1.450, 1.863], [-4.155, -2.893, -1.731], [-6.383, -2.463, 0.281], [-5.200, -3.737, 0.581], [-6.177, -3.761, -0.886], [-5.763, -0.431, -0.918], [-6.050, -1.435, -2.348], [-4.558, -0.479, -2.201], [-1.256, -2.779, 0.779], [-3.337, -4.790, -0.205], [-1.648, -5.102, 0.203], [-2.043, -4.095, -1.194], [-3.805, -3.676, 2.207], [-2.580, -2.562, 2.811], [-2.171, -4.265, 2.549], [7.037, 2.032, 1.206], [6.272, 2.538, 0.012], [4.955, 2.958, 0.124], [4.226, 3.411, -0.968], [4.820, 3.435, -2.222], [4.166, 3.852, -3.408], [2.832, 4.171, -3.622], [2.543, 5.116, -4.326], [1.845, 3.392, -3.050], [1.809, 2.028, -2.670], [2.789, 1.074, -2.892], [2.575, -0.210, -2.425], [1.382, -0.527, -1.807], [0.417, 0.368, -1.648], [0.631, 1.610, -2.052], [6.145, 3.022, -2.351], [6.859, 2.586, -1.249], [6.428, 2.083, 2.109], [7.943, 2.618, 1.376], [7.340, 0.992, 1.067], [4.466, 2.925, 1.091], [3.198, 3.721, -0.831], [4.744, 4.390, -4.033], [0.937, 3.805, -3.196], [3.697, 1.318, -3.415], [3.326, -0.976, -2.566], [1.154, -1.530, -1.476], [-0.191, 2.301, -1.912], [6.608, 3.027, -3.332], [7.886, 2.263, -1.378], [-0.204, -1.536, -4.558], [-1.541, -1.902, -3.904], [-1.706, -3.427, -3.917], [-2.687, -1.255, -4.693], [-1.533, -1.411, -2.553], [-0.208, -1.805, -5.619], [0.621, -2.063, -4.071], [-0.026, -0.462, -4.472], [-1.602, -3.828, -4.931], [-2.693, -3.707, -3.539], [-0.949, -3.887, -3.278], [-2.744, -1.651, -5.713], [-2.550, -0.172, -4.740], [-3.636, -1.446, -4.190], [-3.447, 3.624, -3.430], [-2.793, 2.222, -2.497], [-2.356, 1.352, -1.865]]
}

{
  "formula": "C42H58MnN3OP2",
  "method": "the ωB97M-V functional and the def2-TZVPD basis",
  "total_energy_ha": -3708.215410,
  "total_charge": 1,
  "multiplicity": 4,
  "s_squared": 3.959,
  "orbital_gap_ev": [5.90, 6.06],
  "de_lowest_kcal_mol": 14.2,
  "e_lumo_ev": [-3.797, -3.747],
  "elements": ["Mn", "C", "C", "C", "P", "C", "C", "C", "C", "C", "C", "C", "C", "C", "C", "N", "C", "C", "C", "C", "C", "C", "C", "P", "C", "C", "C", "C", "C", "C", "H", "H", "H", "H", "H", "H", "H", "H", "H", "H", "H", "H", "H", "H", "H", "H", "H", "H", "H", "H", "H", "H", "H", "H", "H", "H", "H", "H", "H", "H", "H", "H", "H", "H", "H", "H", "H", "H", "H", "H", "C", "C", "C", "C", "C", "C", "N", "N", "C", "C", "C", "C", "C", "C", "H", "H", "H", "H", "H", "H", "H", "H", "H", "C", "C", "C", "C", "O", "H", "H", "H", "H", "H", "H", "H", "H", "H"],
  "positions_angstrom": [[-0.315, -0.093, 0.321], [-0.743, 1.466, 3.775], [0.536, 2.115, 3.251], [1.650, 1.993, 4.297], [1.047, 1.678, 1.512], [1.487, 3.360, 0.852], [2.045, 3.253, -0.563], [2.436, 4.200, 1.712], [2.598, 0.776, 1.276], [3.799, 1.093, 1.916], [5.026, 0.645, 1.454], [6.302, 0.975, 2.175], [5.033, -0.076, 0.262], [3.864, -0.407, -0.391], [2.613, -0.047, 0.135], [1.416, -0.363, -0.527], [1.318, -1.513, -1.354], [2.133, -2.646, -1.307], [1.890, -3.718, -2.150], [0.830, -3.728, -3.051], [0.556, -4.919, -3.925], [0.001, -2.611, -3.077], [0.236, -1.523, -2.249], [-0.816, -0.061, -2.081], [-2.483, -0.460, -2.761], [-2.555, -0.586, -4.287], [-3.549, 0.531, -2.291], [0.012, 1.208, -3.146], [0.646, 0.634, -4.417], [-0.851, 2.425, -3.490], [-0.985, 1.925, 4.737], [-0.628, 0.402, 3.920], [-1.593, 1.623, 3.117], [0.311, 3.179, 3.120], [2.026, 0.973, 4.362], [1.242, 2.259, 5.273], [2.487, 2.659, 4.102], [0.532, 3.889, 0.825], [3.088, 2.932, -0.543], [1.999, 4.222, -1.063], [1.497, 2.526, -1.162], [3.406, 3.717, 1.829], [2.032, 4.429, 2.696], [2.612, 5.153, 1.207], [3.785, 1.707, 2.805], [6.101, 1.415, 3.151], [6.904, 1.686, 1.605], [6.912, 0.084, 2.330], [5.979, -0.383, -0.170], [3.921, -0.934, -1.332], [2.943, -2.710, -0.599], [2.542, -4.582, -2.091], [1.481, -5.419, -4.210], [0.035, -4.629, -4.837], [-0.066, -5.652, -3.407], [-0.856, -2.618, -3.737], [-2.698, -1.434, -2.312], [-2.508, 0.393, -4.763], [-3.517, -1.027, -4.556], [-1.774, -1.204, -4.722], [-3.386, 1.523, -2.717], [-3.594, 0.627, -1.210], [-4.527, 0.188, -2.633], [0.836, 1.525, -2.506], [-0.103, 0.264, -5.116], [1.345, -0.173, -4.201], [1.196, 1.431, -4.920], [-1.524, 2.204, -4.319], [-0.203, 3.240, -3.814], [-1.458, 2.791, -2.664], [-2.727, 5.095, 1.060], [-1.807, 4.565, 0.170], [-1.568, 3.197, 0.157], [-2.276, 2.372, 1.012], [-3.202, 2.891, 1.910], [-3.414, 4.258, 1.934], [-2.057, 0.955, 0.892], [-3.064, 0.270, 1.163], [-2.917, -1.088, 0.869], [-4.007, -1.918, 1.117], [-3.942, -3.239, 0.714], [-2.804, -3.693, 0.056], [-1.716, -2.856, -0.176], [-1.748, -1.533, 0.239], [-2.910, 6.161, 1.080], [-1.267, 5.211, -0.511], [-0.829, 2.768, -0.506], [-3.747, 2.230, 2.569], [-4.125, 4.674, 2.636], [-4.883, -1.512, 1.607], [-4.773, -3.907, 0.892], [-2.760, -4.722, -0.281], [-0.852, -3.256, -0.687], [1.381, -1.662, 3.840], [0.453, -2.031, 2.679], [1.198, -3.055, 1.835], [-0.855, -2.591, 3.227], [0.219, -0.832, 1.920], [1.741, -2.571, 4.327], [0.881, -1.064, 4.598], [2.244, -1.113, 3.460], [1.322, -3.987, 2.392], [2.188, -2.675, 1.582], [0.670, -3.279, 0.917], [-0.643, -3.333, 4.000], [-1.454, -3.076, 2.458], [-1.449, -1.795, 3.679]]
}

{
  "formula": "C42H58N4O9P2S2Ta",
  "method": "the ωB97M-V functional and the def2-TZVPD basis",
  "total_energy_ha": -4067.563464,
  "total_charge": 1,
  "orbital_gap_ev": 6.70,
  "de_lowest_kcal_mol": 3.8,
  "e_lumo_ev": -3.249,
  "elements": ["Ta", "C", "N", "C", "C", "N", "C", "C", "C", "C", "C", "C", "C", "S", "C", "C", "C", "C", "C", "C", "S", "H", "H", "H", "H", "H", "H", "H", "H", "H", "H", "H", "H", "H", "H", "H", "H", "H", "H", "C", "C", "C", "O", "P", "O", "C", "P", "O", "O", "C", "C", "C", "O", "C", "C", "C", "O", "C", "C", "C", "H", "H", "H", "H", "H", "H", "H", "H", "H", "H", "H", "H", "H", "H", "H", "H", "H", "H", "H", "H", "H", "H", "H", "H", "H", "H", "H", "H", "H", "H", "O", "N", "O", "O", "N", "C", "C", "C", "C", "C", "C", "C", "C", "C", "C", "C", "C", "C", "H", "H", "H", "H", "H", "H", "H", "H", "H", "H"],
  "positions_angstrom": [[0.413, -0.804, 0.931], [-2.429, -2.827, 0.628], [-1.428, -2.470, 1.675], [-0.749, -3.710, 2.132], [0.138, -4.304, 1.068], [1.363, -3.519, 0.792], [2.402, -3.782, 1.798], [1.811, -3.821, -0.548], [2.677, -4.876, -0.810], [3.061, -5.174, -2.110], [2.571, -4.415, -3.164], [1.710, -3.360, -2.906], [1.325, -3.061, -1.600], [0.178, -1.758, -1.345], [-2.141, -1.858, 2.806], [-3.042, -2.645, 3.522], [-3.769, -2.142, 4.584], [-3.601, -0.814, 4.955], [-2.721, -0.019, 4.247], [-1.990, -0.519, 3.161], [-0.973, 0.678, 2.351], [-2.925, -3.767, 0.890], [-1.952, -2.924, -0.341], [-3.177, -2.048, 0.567], [-1.489, -4.467, 2.396], [-0.176, -3.484, 3.021], [-0.410, -4.415, 0.134], [0.414, -5.310, 1.401], [2.549, -4.857, 1.956], [2.117, -3.341, 2.749], [3.343, -3.340, 1.476], [3.064, -5.476, 0.005], [3.737, -6.001, -2.295], [2.863, -4.639, -4.183], [1.326, -2.743, -3.712], [-3.188, -3.681, 3.241], [-4.456, -2.786, 5.119], [-4.146, -0.405, 5.798], [-2.571, 1.020, 4.523], [-3.248, -1.157, -3.164], [-4.184, -0.453, -2.203], [-5.483, -0.032, -2.852], [-3.554, 0.780, -1.691], [-2.761, 0.740, -0.325], [-1.780, -0.368, -0.243], [-2.013, 2.389, -0.310], [-0.371, 2.268, -1.053], [0.487, 1.212, -0.446], [0.158, 3.742, -0.897], [1.480, 4.152, -1.410], [1.342, 5.595, -1.833], [2.534, 3.941, -0.352], [-0.510, 2.009, -2.598], [-0.799, 3.073, -3.578], [0.347, 3.082, -4.570], [-2.123, 2.817, -4.266], [-3.849, 0.592, 0.805], [-5.057, 1.414, 0.884], [-4.877, 2.432, 1.993], [-6.214, 0.475, 1.139], [-3.688, -2.110, -3.465], [-2.282, -1.348, -2.701], [-3.099, -0.545, -4.057], [-4.395, -1.103, -1.351], [-5.282, 0.628, -3.698], [-6.130, 0.492, -2.144], [-6.010, -0.916, -3.216], [-1.866, 2.703, 0.720], [-2.633, 3.112, -0.846], [1.717, 3.527, -2.273], [1.067, 6.208, -0.972], [0.578, 5.713, -2.605], [2.294, 5.953, -2.230], [2.308, 4.532, 0.539], [3.508, 4.246, -0.741], [2.578, 2.890, -0.084], [-0.840, 4.026, -3.049], [0.438, 2.093, -5.026], [1.295, 3.335, -4.094], [0.147, 3.815, -5.354], [-2.060, 1.912, -4.874], [-2.350, 3.660, -4.920], [-2.931, 2.701, -3.548], [-5.204, 1.920, -0.072], [-4.684, 1.918, 2.939], [-5.784, 3.029, 2.094], [-4.042, 3.107, 1.788], [-6.078, -0.034, 2.097], [-6.287, -0.279, 0.351], [-7.147, 1.042, 1.165], [1.920, -2.074, 4.626], [1.540, -1.206, 3.860], [1.688, -0.009, 4.007], [0.854, -1.701, 2.783], [2.216, -0.266, 0.905], [3.396, 0.229, 0.810], [4.218, -0.056, -0.394], [4.062, -1.271, -1.057], [4.800, -1.552, -2.193], [5.692, -0.608, -2.687], [5.837, 0.617, -2.047], [5.107, 0.894, -0.902], [3.956, 1.100, 1.873], [5.307, 1.000, 2.215], [5.826, 1.778, 3.237], [5.005, 2.671, 3.914], [3.661, 2.772, 3.580], [3.136, 1.982, 2.574], [3.367, -1.996, -0.661], [4.673, -2.507, -2.691], [6.276, -0.827, -3.574], [6.526, 1.356, -2.438], [5.210, 1.855, -0.414], [5.944, 0.292, 1.699], [6.872, 1.686, 3.505], [5.412, 3.282, 4.710], [3.016, 3.455, 4.120], [2.086, 2.039, 2.323]]
}

no.,molecular weight (g/mol)
1,1109.3
2,855.9
3,737.8
4,1070.0